{"formula": "C36H60OP2Rh", "method": "ωB97M-V with the def2-TZVPD basis set", "energy_ha": -2275.85256, "total_charge": 1, "homo_ev": [-8.2, -10.0], "spin_multiplicity": 5, "gap_ev": [6.311, 5.863], "symbols": ["Rh", "C", "C", "C", "C", "C", "C", "H", "H", "H", "C", "H", "H", "H", "C", "H", "H", "H", "C", "H", "H", "H", "C", "H", "H", "H", "C", "C", "C", "C", "C", "C", "C", "C", "H", "H", "H", "H", "H", "H", "H", "H", "H", "H", "H", "H", "P", "P", "C", "C", "H", "H", "H", "H", "C", "H", "H", "H", "C", "H", "H", "H", "C", "H", "H", "H", "C", "H", "H", "H", "C", "C", "C", "C", "C", "C", "C", "C", "C", "C", "C", "C", "O", "H", "H", "H", "H", "H", "H", "H", "H", "H", "H", "H", "H", "H", "H", "H", "H", "H"], "xyz": [[0.8952, -1.6740, -0.5955], [-0.2792, -2.8853, 1.3559], [1.1283, -3.0634, 0.8924], [1.0722, -1.5599, 2.6838], [-0.2663, -1.9789, 2.4248], [1.9376, -2.1832, 1.7763], [-1.4261, -3.7550, 1.0006], [-1.2629, -4.2864, 0.0608], [-2.3503, -3.1659, 0.9245], [-1.6026, -4.5096, 1.7821], [-1.3952, -1.7024, 3.3523], [-2.3568, -2.0098, 2.9258], [-1.4452, -0.6303, 3.5754], [-1.2759, -2.2258, 4.3174], [1.4780, -0.8116, 3.8991], [1.4540, -1.4490, 4.8017], [0.7914, 0.0229, 4.0776], [2.4931, -0.4098, 3.8016], [3.4141, -2.2159, 1.9014], [3.7225, -2.8333, 2.7610], [3.8198, -1.2100, 2.0825], [3.8893, -2.6343, 1.0090], [1.6501, -4.3530, 0.3741], [1.8902, -4.9999, 1.2349], [2.5618, -4.1972, -0.2153], [0.9062, -4.8571, -0.2508], [-1.4097, -0.1865, -5.2550], [-1.4480, -1.5033, -5.5239], [-0.5842, -2.1972, -6.5252], [0.8291, -1.6046, -6.7461], [1.5425, -1.0805, -5.5302], [1.5654, 0.2158, -5.1790], [0.6627, 1.2763, -5.7527], [-0.7590, 0.8165, -6.1593], [-1.0947, -2.2247, -7.5051], [0.7708, -0.8226, -7.5192], [-0.4803, -3.2466, -6.2077], [-0.7346, 0.4142, -7.1835], [-2.0031, 0.2339, -4.4317], [-2.2743, -2.1139, -5.1323], [-1.4019, 1.7175, -6.1781], [0.5724, 2.0792, -5.0021], [2.3461, 0.5888, -4.4993], [1.1160, 1.7434, -6.6448], [1.4408, -2.4245, -7.1641], [2.1714, -1.8106, -5.0061], [-0.7970, -0.9295, -1.6687], [2.0108, 0.2178, -0.8796], [-0.1452, 0.4977, -2.6377], [1.0045, 1.2823, -1.9833], [-0.9733, 1.1679, -2.9110], [0.2110, 0.0288, -3.5621], [1.6528, 1.7429, -2.7446], [0.6084, 2.1013, -1.3640], [2.3959, 1.2245, 0.5571], [2.8366, 0.5943, 1.3394], [1.4630, 1.6623, 0.9435], [3.1115, 2.0109, 0.2762], [3.5818, -0.3198, -1.6212], [3.9770, 0.4352, -2.3122], [3.4218, -1.2774, -2.1427], [4.2931, -0.4794, -0.7960], [-2.3255, -0.4250, -0.8879], [-2.7037, -1.2446, -0.2634], [-3.0656, -0.1678, -1.6596], [-2.1157, 0.4391, -0.2472], [-0.9889, -2.4997, -2.5570], [-0.1151, -3.1478, -2.3732], [-1.0715, -2.3101, -3.6218], [-1.8912, -3.0052, -2.1944], [2.1594, 4.0555, 3.1593], [1.4710, 2.8614, 3.8302], [2.0313, 2.7012, 5.2524], [-0.0508, 2.9913, 3.8173], [-0.6563, 3.9658, 4.5787], [-2.0449, 4.1154, 4.6326], [-2.8718, 3.2380, 3.9279], [-2.3303, 2.2428, 3.1400], [-3.2286, 1.2928, 2.3605], [-4.2804, 0.6179, 3.2482], [-3.9194, 2.0033, 1.1918], [-0.8871, 2.2099, 2.9044], [-0.4071, 1.5693, 1.9171], [2.0200, 4.9727, 3.7503], [1.7616, 4.2184, 2.1521], [3.2377, 3.8653, 3.0726], [1.7153, 1.9574, 3.2574], [1.9173, 3.6255, 5.8364], [1.5366, 1.8828, 5.7922], [3.1043, 2.4657, 5.2024], [-0.0135, 4.6317, 5.1689], [-2.4794, 4.9035, 5.2491], [-3.9606, 3.3267, 4.0023], [-2.5640, 0.5212, 1.9487], [-5.0209, 1.3493, 3.5956], [-4.8035, -0.1575, 2.6760], [-3.8144, 0.1448, 4.1229], [-3.1782, 2.5175, 0.5711], [-4.4535, 1.2760, 0.5719], [-4.6359, 2.7435, 1.5734]], "atomic_forces_ev_per_a": [[0.97, -1.01, 2.37], [1.02, 0.78, 0.65], [-0.08, 0.09, 2.63], [1.45, -0.53, -0.53], [-0.86, -1.17, -0.91], [-1.21, -0.52, -0.34], [-0.46, -0.10, -0.09], [-0.10, 0.07, 0.03], [0.13, -0.23, -0.10], [0.07, 0.12, -0.18], [-0.32, 0.26, 0.00], [0.16, 0.07, 0.11], [-0.07, -0.14, 0.05], [0.06, 0.10, -0.33], [0.10, 0.37, 0.12], [0.00, 0.13, -0.34], [0.11, -0.07, 0.06], [-0.17, -0.06, 0.09], [0.52, 0.06, 0.09], [-0.05, 0.12, -0.23], [0.05, -0.26, -0.11], [0.00, 0.12, 0.12], [0.13, -0.31, -0.10], [0.01, -0.03, -0.37], [-0.09, -0.19, 0.11], [0.18, -0.04, 0.07], [-0.89, -0.69, -0.33], [-0.86, 0.96, -0.31], [0.11, -0.31, -0.37], [-0.29, -0.35, -0.34], [0.45, 0.52, 0.04], [0.59, -0.55, -0.59], [0.04, 0.42, -0.14], [0.41, 0.35, -0.03], [0.11, -0.13, 0.28], [0.21, -0.31, 0.33], [-0.06, 0.23, -0.10], [-0.13, 0.23, 0.41], [-0.12, -0.39, -0.55], [0.61, 0.23, 0.33], [0.26, -0.43, -0.10], [0.07, -0.18, -0.23], [-0.52, -0.39, 0.05], [0.02, -0.07, 0.35], [-0.16, 0.44, 0.06], [-0.03, 0.40, -0.12], [-0.41, 0.88, -0.33], [0.24, 0.36, 0.47], [-0.56, 0.02, -0.51], [0.02, 0.24, 0.01], [0.32, -0.05, 0.06], [-0.08, 0.18, 0.29], [-0.29, -0.06, 0.12], [0.14, -0.24, -0.08], [0.42, 0.57, 0.04], [-0.11, 0.13, -0.21], [0.34, -0.19, -0.12], [-0.16, -0.03, 0.22], [0.26, 0.41, -0.33], [0.17, -0.25, 0.05], [0.17, 0.43, 0.07], [-0.20, 0.02, -0.30], [-0.67, 0.04, -0.30], [0.06, 0.22, -0.15], [-0.07, 0.06, 0.36], [-0.04, -0.14, -0.16], [-0.54, -0.14, -0.53], [-0.33, 0.17, -0.08], [0.02, -0.32, 0.02], [0.14, 0.03, -0.11], [-0.03, 0.03, -0.20], [-0.17, -0.22, -0.08], [-0.05, -0.23, 0.07], [0.41, 0.52, -0.17], [0.54, 0.00, 0.32], [-0.10, 0.23, 0.10], [-0.19, -0.44, -0.05], [-0.60, 0.22, -0.50], [0.29, -0.13, 0.05], [0.19, -0.03, 0.13], [0.18, 0.15, 0.06], [0.33, -0.50, -0.49], [-0.52, 0.57, 1.30], [0.01, -0.22, -0.20], [0.06, 0.07, 0.12], [-0.23, 0.07, 0.06], [-0.05, 0.20, 0.09], [0.01, -0.26, -0.13], [0.08, 0.21, -0.07], [-0.27, 0.12, 0.01], [-0.38, -0.27, -0.18], [0.11, -0.21, -0.19], [0.42, -0.01, 0.05], [-0.16, 0.14, 0.07], [0.10, -0.21, -0.02], [0.03, 0.16, 0.12], [-0.18, 0.11, -0.16], [-0.17, 0.00, 0.00], [-0.01, 0.13, 0.08], [0.14, -0.14, -0.18]], "mulliken_spin": [1.694, -0.065, 0.699, 0.190, 0.253, -0.071, -0.073, 0.003, 0.010, 0.001, -0.003, -0.001, 0.017, 0.020, -0.010, 0.024, 0.013, -0.001, -0.067, -0.004, 0.006, 0.006, -0.066, 0.027, 0.017, 0.005, 0.008, -0.004, 0.000, 0.000, 0.002, -0.005, 0.002, 0.001, 0.000, 0.000, 0.000, 0.000, 0.001, -0.001, 0.000, 0.002, 0.000, 0.000, 0.000, -0.001, 0.082, 0.141, 0.101, 0.018, -0.003, -0.043, 0.001, 0.002, 0.022, 0.003, -0.009, 0.007, 0.006, 0.015, -0.003, -0.011, 0.018, -0.004, 0.007, 0.005, 0.002, 0.011, 0.025, -0.016, 0.027, -0.013, 0.022, 0.039, -0.036, 0.245, -0.055, 0.022, -0.007, 0.024, 0.031, 0.387, 0.346, -0.003, -0.004, 0.001, -0.015, 0.000, -0.006, 0.000, 0.010, 0.004, 0.008, -0.017, 0.001, 0.000, -0.008, -0.005, 0.001, -0.002]}

***

{"formula": "C36H61F3O30", "method": "ωB97M-V with the def2-TZVPD basis set", "energy_ha": -3965.21255, "smiles": "O=C1OC[C@@H](F)O1.O=C1OC[C@@H](F)O1.O=C1OC[C@@H](F)O1.CCOC(=O)OC.CCOC(=O)OC.CCOC(=O)OC.CCOC(=O)OC.CCOC(=O)OC.CCOC(=O)OC.O=C1OCCO1", "total_charge": 0, "homo_ev": -10.8, "gap_ev": 11.033, "relative_energy_kcal_mol": 0.0, "symbols": ["O", "C", "O", "C", "C", "F", "O", "H", "H", "H", "O", "C", "O", "C", "C", "F", "O", "H", "H", "H", "O", "C", "O", "C", "C", "F", "O", "H", "H", "H", "C", "C", "O", "C", "O", "O", "C", "H", "H", "H", "H", "H", "H", "H", "H", "C", "C", "O", "C", "O", "O", "C", "H", "H", "H", "H", "H", "H", "H", "H", "C", "C", "O", "C", "O", "O", "C", "H", "H", "H", "H", "H", "H", "H", "H", "C", "C", "O", "C", "O", "O", "C", "H", "H", "H", "H", "H", "H", "H", "H", "C", "C", "O", "C", "O", "O", "C", "H", "H", "H", "H", "H", "H", "H", "H", "C", "C", "O", "C", "O", "O", "C", "H", "H", "H", "H", "H", "H", "H", "H", "O", "C", "O", "C", "C", "O", "H", "H", "H", "H"], "xyz": [[-1.5282, -0.7353, 4.5169], [-0.7131, 0.1011, 4.7310], [0.1448, 0.1084, 5.7607], [0.7663, 1.3935, 5.7721], [0.8334, 1.6851, 4.2774], [1.8739, 0.9957, 3.7116], [-0.4161, 1.1467, 3.9015], [0.0734, 2.1726, 6.1086], [1.6787, 1.3987, 6.3545], [0.9025, 2.7285, 3.9833], [2.3123, -0.3514, -1.0796], [1.3355, -0.4273, -0.3872], [0.8945, 0.5396, 0.4288], [-0.2213, -0.0041, 1.1637], [-0.6653, -1.1410, 0.2850], [-1.5446, -0.7431, -0.6667], [0.5685, -1.5150, -0.3036], [0.1218, -0.4586, 2.0918], [-0.9987, 0.7215, 1.3719], [-1.0966, -1.9757, 0.8349], [-3.8255, -2.1016, 0.0658], [-4.2945, -2.3302, -1.0038], [-4.0296, -3.5055, -1.6226], [-4.6190, -3.4754, -2.9395], [-4.6418, -1.9556, -3.1827], [-5.6938, -1.6623, -3.9663], [-4.8139, -1.4325, -1.8605], [-3.8593, -3.9637, -3.5456], [-5.6112, -3.9172, -2.9403], [-3.7103, -1.5967, -3.6144], [-0.8001, 0.9631, -3.3672], [-0.5875, 1.2541, -4.8521], [-1.5110, 2.2030, -5.4194], [-2.7749, 1.8148, -5.4335], [-3.2314, 0.7159, -5.2347], [-3.5235, 2.8860, -5.6942], [-4.8957, 2.6728, -5.9800], [0.1713, 0.5554, -3.0578], [-1.4335, 0.1063, -3.1394], [-0.9852, 1.8559, -2.7811], [-0.5384, 0.3870, -5.5070], [0.3738, 1.7612, -4.9112], [-5.3248, 3.6516, -6.1607], [-5.3899, 2.1620, -5.1518], [-5.0760, 2.0148, -6.8317], [-3.8776, -4.9283, 2.0333], [-2.8369, -4.6591, 3.1304], [-1.6535, -4.1021, 2.5878], [-0.6163, -3.9754, 3.3991], [-0.4412, -4.5533, 4.4306], [0.3005, -3.2269, 2.7943], [1.5990, -3.1870, 3.3639], [-4.0347, -3.9752, 1.5323], [-4.7940, -5.3097, 2.4749], [-3.4433, -5.6765, 1.3686], [-2.6364, -5.5197, 3.7704], [-3.3531, -3.9938, 3.8324], [1.5751, -2.4878, 4.2039], [2.2808, -2.8201, 2.6003], [1.9756, -4.1307, 3.7554], [-0.5979, -5.1799, -0.4427], [-0.2914, -4.3032, -1.6363], [-0.9750, -4.8547, -2.7573], [-0.8053, -4.4006, -3.9795], [-1.2356, -4.8801, -4.9815], [-0.1536, -3.2252, -3.9295], [-0.1586, -2.3243, -5.0165], [-0.0914, -4.7611, 0.4283], [-0.3784, -6.2109, -0.7151], [-1.6479, -5.1019, -0.1566], [0.7474, -4.1245, -1.9175], [-0.5950, -3.2919, -1.3522], [-1.1967, -2.1366, -5.2956], [0.3819, -2.7718, -5.8540], [0.3501, -1.3905, -4.8019], [-4.3670, 3.7920, 2.2967], [-3.4924, 2.8339, 3.0914], [-2.3398, 3.5774, 3.5438], [-2.1500, 3.9381, 4.7875], [-2.7265, 3.5535, 5.7708], [-1.0695, 4.7331, 4.7802], [-0.4988, 5.1227, 6.0186], [-4.9207, 4.4325, 2.9760], [-5.0200, 3.1892, 1.6555], [-3.8544, 4.3712, 1.5271], [-3.1694, 1.9300, 2.5843], [-4.0393, 2.5648, 3.9972], [-1.1392, 4.8600, 6.8662], [-0.2271, 6.1619, 6.1687], [0.3533, 4.4492, 6.1516], [-2.1436, 5.3857, -3.7451], [-0.7000, 5.3283, -4.2870], [0.0196, 4.2245, -3.7562], [0.8246, 4.4262, -2.7287], [1.2945, 5.4918, -2.3890], [1.1616, 3.2627, -2.2102], [2.3231, 3.1912, -1.4102], [-2.1959, 5.9888, -2.8341], [-2.4654, 4.3796, -3.4894], [-2.7203, 5.9707, -4.4599], [-0.2063, 6.2556, -4.0008], [-0.7575, 5.2766, -5.3705], [2.5469, 2.1493, -1.1928], [2.1770, 3.7180, -0.4660], [3.2276, 3.6022, -1.8611], [4.2824, -0.1737, 1.6876], [4.7552, 0.8501, 2.6524], [6.1757, 0.9949, 2.5055], [6.8009, 1.9525, 3.1642], [6.2313, 2.7589, 3.8705], [8.0895, 1.8542, 2.9743], [8.9134, 2.7718, 3.6801], [3.3292, -0.6342, 1.9359], [5.0688, -0.9255, 1.5481], [4.2230, 0.1156, 0.6324], [4.5680, 0.4928, 3.6685], [4.2987, 1.8387, 2.6244], [8.6567, 2.7774, 4.7446], [8.7728, 3.8230, 3.4342], [9.9298, 2.4060, 3.6073], [6.9248, -3.9600, -2.7768], [5.8658, -3.6530, -2.3290], [5.5900, -3.3905, -1.0348], [4.2684, -2.8700, -0.9224], [3.6493, -3.2621, -2.2673], [4.7856, -3.4239, -3.0900], [3.7302, -3.3497, -0.1085], [4.2839, -1.7826, -0.9166], [2.9995, -2.4401, -2.5788], [2.9893, -4.1317, -2.3149]], "atomic_forces_ev_per_a": [[0.00, 0.46, -0.10], [0.33, -0.84, -0.18], [-0.21, 0.30, 0.73], [-0.18, 0.83, -0.68], [0.10, -0.10, 1.09], [-0.26, -0.14, -0.43], [0.19, 0.13, -0.69], [-0.04, -0.32, 0.67], [0.13, -0.21, -0.19], [-0.15, -0.01, -0.08], [-0.41, 0.02, 0.28], [1.18, 0.66, -0.37], [-0.34, 0.04, 0.20], [-0.09, -0.43, 0.09], [-0.06, -0.27, 0.86], [0.16, 0.14, -0.51], [-0.87, -0.64, -0.39], [0.17, 0.25, 0.06], [0.18, 0.25, -0.22], [0.09, -0.13, -0.15], [-1.08, 0.36, 0.55], [2.37, -0.35, -0.20], [-1.11, -0.11, 0.05], [1.51, 0.71, 0.56], [-0.41, -1.50, 0.22], [-0.14, 0.64, 0.02], [-0.37, 0.15, -0.50], [-0.56, -0.26, -0.45], [0.01, -0.07, -0.16], [-0.11, 0.47, -0.09], [0.89, -1.29, -0.49], [0.40, 0.50, 0.38], [-0.04, -0.22, 0.30], [-0.79, 0.10, 0.02], [0.44, -0.23, 0.00], [0.30, 0.44, -0.47], [-0.58, -0.64, 0.29], [0.12, 0.38, 0.22], [-0.70, 0.49, -0.16], [-0.21, -0.01, -0.03], [-0.24, -0.17, 0.21], [-0.10, 0.15, -0.27], [0.00, 0.02, 0.05], [0.03, 0.28, 0.18], [0.42, 0.17, -0.22], [1.61, 0.01, 0.29], [-1.98, -0.47, 1.11], [-0.40, 0.72, -0.44], [0.55, -1.04, 0.02], [-0.19, 0.06, 0.69], [0.07, 0.28, -0.99], [0.33, 0.53, 0.81], [-0.24, -0.23, -0.30], [-0.02, 0.04, 0.04], [-0.37, 0.08, -0.33], [0.41, -0.27, -0.49], [0.64, 0.60, -0.06], [0.17, 0.01, -0.04], [-0.15, 0.03, -0.10], [-0.41, -0.23, -0.22], [0.04, 0.22, -0.36], [0.06, 1.03, 0.69], [-0.56, -1.03, 0.09], [0.15, 1.78, -0.28], [-0.35, -0.61, -0.24], [0.79, 0.70, 1.20], [-0.25, -0.81, -1.29], [0.46, -0.50, -0.04], [0.25, -0.09, 0.60], [-0.12, -0.03, -0.42], [0.21, -0.70, 0.32], [-0.62, -0.03, -0.71], [0.10, 0.16, -0.21], [-0.25, 0.00, -0.13], [-0.01, -0.20, 0.77], [0.01, -0.91, -0.98], [-0.55, 1.04, 1.21], [0.38, 0.00, -1.28], [0.37, -0.61, 0.62], [-0.30, 0.11, -0.04], [0.07, 1.05, -0.34], [-0.03, -1.61, 1.52], [-0.13, 0.10, -0.18], [-0.48, 0.04, 0.52], [0.50, 0.19, 0.48], [0.24, 0.18, -0.17], [0.00, -0.39, -0.13], [-0.33, 0.09, -0.31], [-0.03, 0.14, -0.96], [0.40, 0.55, 0.04], [1.06, 0.55, 0.47], [-0.96, 1.18, 0.46], [-0.63, -0.72, -0.23], [1.51, 1.61, -0.04], [-0.55, -0.45, 0.05], [-0.23, -1.13, -0.39], [0.82, 0.21, 1.07], [0.23, -0.20, 0.15], [-0.55, 0.05, -0.52], [-0.46, -0.65, -0.16], [0.28, -0.08, -0.18], [0.45, -0.54, 0.00], [-0.45, -0.08, -0.17], [-0.10, 0.02, -0.04], [-0.34, 0.25, -0.44], [0.61, -0.75, -1.87], [0.07, 0.65, 1.31], [0.40, -0.74, -0.95], [-1.77, 0.55, 1.02], [0.45, 0.02, -0.15], [0.92, -0.04, -0.57], [-0.18, 0.24, 1.53], [0.06, 0.03, 0.30], [-0.23, -0.34, 0.79], [-0.36, 0.81, 0.26], [0.08, -0.01, 0.06], [-0.13, -0.06, -0.42], [-0.09, -0.39, -0.03], [0.10, -0.16, -0.83], [0.06, 0.19, -0.43], [-0.13, -0.15, 0.43], [0.61, 0.47, -0.35], [0.26, -0.25, 0.43], [-0.51, -0.59, -1.01], [-1.03, 0.70, 0.21], [-0.53, -0.16, -0.58], [0.25, 0.34, 0.31], [0.14, -0.04, 0.64], [0.40, 0.08, -0.44], [0.52, -0.40, 0.33]], "mulliken_charge": [-0.516, 0.542, -0.359, -0.532, 0.307, -0.234, -0.204, 0.318, 0.363, 0.348, -0.767, 0.325, -0.131, 0.273, 0.956, -0.333, 0.398, -0.470, 0.112, -0.412, -0.433, 0.602, -0.277, -0.421, 0.630, -0.327, -0.332, 0.229, 0.223, 0.082, -0.540, -1.019, -0.220, 0.690, -0.575, -0.251, -0.726, 0.059, 0.429, 0.390, 0.539, 0.351, 0.228, 0.310, 0.300, -0.919, -0.496, -0.037, 0.450, -0.605, 0.150, -0.722, 0.077, 0.470, 0.257, 0.415, 0.291, 0.262, 0.002, 0.401, -0.853, 1.084, -0.399, 0.633, -0.604, -0.151, -0.654, 0.088, 0.442, 0.049, -0.329, -0.199, 0.330, 0.394, 0.102, -1.332, -0.077, -0.231, 0.939, -0.616, -0.331, -0.695, 0.328, 0.411, 0.311, 0.163, 0.387, 0.361, 0.304, 0.189, -1.032, -0.485, -0.165, 0.596, -0.627, -0.104, -0.453, 0.373, 0.161, 0.354, 0.429, 0.371, -0.104, 0.301, 0.373, -0.441, -0.558, -0.233, 0.687, -0.593, -0.350, -0.676, -0.027, 0.481, 0.244, 0.246, 0.386, 0.312, 0.295, 0.260, -0.542, 0.530, -0.403, 0.467, 0.147, -0.398, 0.134, -0.050, 0.042, 0.087]}